Entry 1:
The following is a quantum chemistry calculation of the molecule C2H5N5 in a non-equilibrium geometry, from the Open Molecules 2025 dataset.

ORCA input file:
```
! wB97M-V def2-TZVPD RIJCOSX def2/J DEFGRID3
* xyz 0 1
N -1.61 1.15 -0.13
N 2.23 -0.69 -0.14
N -2.66 0.42 -0.05
N -1.22 -1.19 0.24
N -2.59 -0.77 0.14
C 1.04 0.12 0.14
C -0.32 -0.41 0.16
H 0.87 1.00 -0.53
H -1.56 2.10 -0.28
H 2.23 -1.49 0.43
H 2.47 -0.87 -1.08
H 1.12 0.62 1.12
*
```

Its HOMO energy is -9.549 eV. The calculation puts the orbital gap at 10.17 eV. The LUMO energy is 0.6 eV. The value obtained for the total energy is -352.83548 a.u.



Entry 2:
The following is a quantum chemistry calculation of a cluster of 2 separate species, C16H11BCl3N2O in total in a non-equilibrium geometry, from the Open Molecules 2025 dataset.

ORCA input file:
```
! wB97M-V def2-TZVPD RIJCOSX def2/J DEFGRID3
* xyz -1 1
Cl 0.47 5.32 0.10
Cl 1.46 3.46 -2.13
Cl -1.50 4.29 -1.98
O -0.27 2.70 -0.17
N 3.62 -0.72 0.36
N -2.98 -4.65 -3.17
C -1.78 0.20 2.86
C -0.18 -3.32 -1.46
C 0.07 1.36 1.77
C 0.54 2.15 0.66
C -0.92 -1.78 -3.18
C 1.56 -0.04 -1.01
C -0.02 -0.84 -2.73
C 0.41 0.22 3.90
C -2.10 -3.92 -2.89
C -0.92 -0.22 3.88
C -1.04 -3.02 -2.51
C 0.75 -2.39 -1.01
C -1.31 1.01 1.83
C 0.90 1.03 2.88
C 2.63 -0.39 -0.20
C 0.76 -1.07 -1.57
B 0.02 3.90 -1.02
H -1.55 -1.58 -4.05
H 1.89 1.49 2.93
H -1.28 -0.91 4.65
H 1.62 2.35 0.51
H -1.99 1.45 1.11
H -0.24 -4.31 -0.99
H 0.15 0.09 -3.30
H 1.06 -0.06 4.72
H 1.51 0.98 -1.40
H -2.83 -0.08 2.88
H 1.49 -2.69 -0.28
*
```

Its HOMO energy is -3.871 eV. The calculation puts the orbital gap at 4.69 eV. The LUMO energy is 0.8 eV. The value obtained for the total energy is -2206.67328 a.u.



Entry 3:
The following is a quantum chemistry calculation of a cluster of 2 separate species, C8H17ClN in total in a non-equilibrium geometry, from the Open Molecules 2025 dataset.

ORCA input file:
```
! wB97M-V def2-TZVPD RIJCOSX def2/J DEFGRID3
* xyz 1 1
Cl 3.08 2.04 -2.16
N 0.10 1.72 -1.24
C -1.28 0.51 0.50
C 2.55 0.33 -2.29
C -1.69 -1.63 1.58
C 1.16 1.57 0.82
C 3.09 -0.70 -1.68
C -0.63 -0.79 0.92
C -0.08 1.38 -0.02
C -2.96 -1.73 0.84
H 1.66 0.21 -2.94
H -1.91 0.22 -0.29
H 4.09 -0.50 -1.22
H -1.91 0.97 1.37
H 0.15 -0.58 1.69
H -0.53 1.69 -2.07
H 1.97 1.18 0.16
H 0.99 2.08 -1.40
H -1.81 -1.30 2.63
H -3.63 -2.63 0.99
H -0.07 -1.18 0.09
H -3.49 -0.82 1.15
H -1.32 -2.59 1.82
H 1.40 2.63 0.93
H -2.90 -1.56 -0.24
H 2.81 -1.71 -1.76
H 1.18 1.19 1.82
*
```

Its HOMO energy is -13.865 eV. The calculation puts the orbital gap at 9.81 eV. The LUMO energy is -4.1 eV. The value obtained for the total energy is -829.65510 a.u.



Entry 4:
The following is a quantum chemistry calculation of a cluster of 13 separate species, C4H36NO12 in total, from the Open Molecules 2025 dataset.

ORCA input file:
```
! wB97M-V def2-TZVPD RIJCOSX def2/J DEFGRID3
* xyz 1 1
O 1.93 -1.26 2.64
O -3.85 -1.44 -0.51
O -2.13 -1.41 -2.75
O -1.94 1.21 2.73
O -0.77 -1.36 2.95
O 2.55 1.03 1.66
O 2.09 -2.62 0.17
O -3.79 1.01 0.68
O 0.32 2.63 2.29
O 2.85 -0.18 -0.80
O 4.58 0.92 -2.67
O -1.50 -2.59 0.50
N 0.11 -0.84 -1.14
C -1.00 1.40 -1.40
C -0.61 0.28 -0.46
C 0.86 1.67 -3.15
C 0.17 2.25 -1.91
H 2.79 0.34 0.03
H -1.55 -3.54 0.64
H 0.14 -1.67 -0.54
H 1.54 0.86 -2.92
H 2.25 0.15 2.07
H -1.57 1.00 -2.24
H 0.97 -1.30 2.88
H 3.51 0.22 -1.41
H -4.57 1.52 0.89
H -4.74 -1.81 -0.56
H -1.14 1.76 2.54
H 2.01 -1.87 1.88
H -3.16 1.12 1.42
H 0.12 1.34 -3.88
H -1.06 -1.81 2.13
H -0.19 3.26 -2.13
H -0.39 -1.12 -2.00
H 1.45 2.44 -3.65
H -2.26 1.52 3.59
H 2.66 -3.39 0.21
H -2.46 -2.02 -3.41
H 0.46 3.51 1.94
H 1.12 2.09 2.07
H -1.18 -0.47 2.92
H 2.64 -1.90 -0.22
H -1.72 2.02 -0.86
H 5.46 0.55 -2.79
H 0.90 2.39 -1.12
H 4.67 1.87 -2.76
H 3.30 1.32 2.19
H -3.92 -0.55 -0.09
H -1.50 -0.14 0.01
H -2.38 -2.30 0.16
H -2.78 -1.36 -2.03
H 0.05 0.66 0.32
H 1.07 -0.51 -1.33
*
```

Its HOMO energy is -13.585 eV. The calculation puts the orbital gap at 11.44 eV. The LUMO energy is -2.1 eV. The value obtained for the total energy is -1131.54495 a.u.



Entry 5:
The following is a quantum chemistry calculation of a cluster of 10 separate species, C16H53BF4N3O9 in total in a non-equilibrium geometry, from the Open Molecules 2025 dataset.

ORCA input file:
```
! wB97M-V def2-TZVPD RIJCOSX def2/J DEFGRID3
* xyz -1 1
F 1.97 -1.14 -0.88
F 0.11 -2.10 0.09
F 0.03 -0.69 -1.81
F 0.41 0.06 0.22
O 2.08 0.32 3.99
O 4.83 1.66 -3.20
O 1.93 -4.33 -1.51
O 0.55 -3.80 2.64
O 1.44 2.42 -0.13
O -3.68 -1.43 4.38
O -5.30 1.17 -3.41
O -1.48 -2.36 -2.88
O -2.30 -3.69 -0.07
N -3.26 0.18 -1.71
N 3.89 1.18 0.93
N -2.26 -0.98 1.04
C 1.37 0.99 5.08
C -1.69 2.09 -2.38
C -1.64 0.06 3.20
C 2.00 2.67 -1.42
C 5.48 0.51 -3.72
C 4.28 -0.85 2.31
C -5.98 1.15 -4.66
C 2.88 1.08 3.11
C -2.26 -1.16 2.49
C -3.96 1.66 -3.64
C 5.15 -0.71 -2.91
C 2.92 3.91 -1.42
C -3.17 1.54 -2.27
C -4.87 -0.98 4.99
C 3.32 0.27 1.95
C -3.71 -1.30 2.95
B 0.65 -0.98 -0.59
H -1.21 2.03 -1.41
H 0.20 -3.19 1.98
H -4.12 -2.24 2.58
H -1.93 1.04 2.81
H 2.19 1.76 2.61
H -4.32 -0.48 2.59
H 1.01 1.57 -0.14
H -6.45 2.10 -4.90
H 5.72 -1.58 -3.26
H -4.78 -1.03 6.08
H -1.33 -0.65 0.83
H 5.48 -0.49 -1.90
H -2.04 -2.75 -2.21
H 6.57 0.61 -3.69
H 5.29 0.41 -4.79
H 4.08 -0.87 -2.89
H 0.67 0.31 5.56
H 3.99 0.53 0.16
H 1.56 -3.45 -1.44
H -6.77 0.41 -4.57
H -1.71 0.06 4.29
H 3.90 1.76 -3.43
H 0.82 -3.23 3.36
H -3.66 2.25 -1.61
H -1.64 3.14 -2.66
H -1.10 1.53 -3.11
H 4.54 -1.50 1.48
H -5.26 -0.01 4.71
H 3.41 4.22 -2.35
H 5.12 -0.52 2.92
H -1.71 -4.40 0.17
H 2.46 -0.20 1.46
H 3.65 1.71 3.55
H 3.83 -1.59 2.99
H 0.80 1.83 4.68
H -2.26 -1.88 0.59
H 1.19 2.89 -2.11
H -5.34 0.74 -5.44
H -4.04 2.73 -3.85
H 2.56 1.80 -1.78
H -5.71 -1.67 4.87
H -2.76 -0.47 -2.30
H -0.62 0.01 2.83
H 2.32 4.75 -1.06
H -3.16 -4.11 -0.17
H -0.85 -1.83 -2.39
H -1.63 -2.04 2.65
H 3.77 3.77 -0.75
H 2.01 1.41 5.86
H -3.35 1.21 -4.42
H 1.89 -4.53 -2.45
H 3.15 1.78 0.62
H -4.21 -0.08 -1.93
*
```

Its HOMO energy is -5.554 eV. The calculation puts the orbital gap at 8.13 eV. The LUMO energy is 2.6 eV. The value obtained for the total energy is -1907.36056 a.u.



Entry 6:
The following is a quantum chemistry calculation of a structure of composition C20H22BF4N2O14PS in a non-equilibrium geometry, from the Open Molecules 2025 dataset.

ORCA input file:
```
! wB97M-V def2-TZVPD RIJCOSX def2/J DEFGRID3
* xyz 0 1
S -4.70 1.71 1.32
P 2.00 2.08 1.92
F 1.22 -5.49 0.36
F -4.46 -0.21 6.24
F -1.40 -1.47 -7.06
F 5.97 -0.13 -1.88
O -4.94 -4.58 5.74
O 4.17 -3.36 -2.16
O -4.61 -2.45 6.40
O -1.64 -3.25 -5.70
O 2.99 -4.48 -0.60
O 0.07 -2.85 -4.28
O 2.84 0.11 -3.28
O -2.93 5.73 -0.59
O 3.91 0.61 -1.35
O 1.92 -3.31 -2.19
O -1.08 -4.78 -4.14
O 1.78 1.29 -1.67
O -1.26 6.61 1.03
O -4.52 -2.98 4.21
N -3.37 0.75 1.68
N -4.08 3.21 0.94
C -0.28 3.70 1.15
C 0.14 2.29 1.61
C -2.72 2.98 1.12
C 4.20 -0.32 -3.42
C 4.65 -0.42 -1.99
C 0.92 -4.01 -1.45
C -4.41 -1.56 4.31
C 2.75 0.72 -2.06
C -2.26 1.56 1.55
C 2.98 3.11 0.66
C -4.71 -3.45 5.47
C 3.12 -3.69 -1.70
C 1.65 -4.32 -0.17
C -3.98 -1.37 5.73
C 2.26 3.04 3.55
C -1.35 -1.86 -5.76
C -1.67 4.03 0.91
C -0.90 -3.73 -4.66
C -0.80 1.22 1.79
C 0.05 -1.78 -5.23
B -1.97 5.56 0.44
H 4.25 -1.27 -3.94
H -0.49 0.20 2.13
H -2.09 -1.31 -5.18
H 0.80 -1.96 -6.00
H -3.48 6.49 -0.31
H 1.47 3.86 3.54
H 0.63 -4.91 -1.99
H 2.03 2.36 4.40
H 0.04 -3.40 -1.28
H -2.90 -1.42 5.89
H -3.68 -1.17 3.60
H 2.88 4.19 1.01
H 4.76 0.42 -3.99
H 2.59 3.00 -0.38
H 0.49 4.50 1.01
H 4.07 2.83 0.73
H 3.26 3.54 3.59
H -5.38 -1.11 4.10
H 4.44 -1.37 -1.52
H 0.25 -0.83 -4.75
H 1.59 -3.53 0.58
H -1.07 6.44 1.97
*
```

Its HOMO energy is -8.417 eV. The calculation puts the orbital gap at 7.20 eV. The LUMO energy is -1.2 eV. The value obtained for the total energy is -3102.13430 a.u.